1.
Formula: C20H21NO6
Source: OMol25
Level of theory: ωB97M-V/def2-TZVPD

## Properties
* SMILES: COC(=O)CC(=O)N(C)c1cccc(COc2ccc(C(C)=O)c(O)c2)c1
* HOMO energy: -8.66 eV
* energy relative to the best compared isomer or geometry (same formula, charge and spin): 233.71 kJ/mol
* E: -34855.44381 eV

Positions of all 48 atoms, in Å:
C -3.1281 1.4357 1.7973
O -2.9597 0.0275 1.9067
C -2.0022 -0.3661 2.7791
O -1.5607 0.3209 3.6845
C -1.5724 -1.8062 2.7294
C -0.4299 -1.8536 1.7121
O -0.7670 -1.9647 0.5372
N 0.9086 -1.7245 2.0690
C 1.3372 -1.5475 3.4413
C 1.8504 -1.7427 1.0293
C 2.5824 -2.8952 0.7531
C 3.5394 -2.8636 -0.2817
C 3.7802 -1.6946 -1.0028
C 3.0965 -0.5362 -0.7342
C 3.3299 0.7051 -1.5886
O 2.5337 0.6760 -2.7756
C 1.2716 1.1420 -2.5647
C 0.9342 2.4924 -2.5642
C -0.3510 2.9157 -2.2739
C -1.3624 1.9873 -1.9985
C -2.7287 2.4390 -1.7257
C -3.9494 1.7036 -2.2357
O -2.9532 3.5909 -1.3640
C -1.0204 0.6190 -1.9094
O -1.8739 -0.3368 -1.4461
C 0.3111 0.2337 -2.1824
C 2.1433 -0.5859 0.3140
H -2.1801 1.9131 1.4454
H -3.4480 1.8784 2.7451
H -3.8801 1.6654 1.0350
H -2.4049 -2.4189 2.3906
H -1.2165 -2.1770 3.7055
H 2.4058 -1.4079 3.4881
H 0.8472 -0.6283 3.8395
H 1.0868 -2.4629 4.0067
H 2.4118 -3.8156 1.2509
H 4.0988 -3.7464 -0.5382
H 4.5368 -1.6685 -1.7764
H 3.1346 1.5757 -1.0046
H 4.3756 0.7271 -1.8524
H 1.6546 3.2519 -2.8264
H -0.5751 3.9819 -2.3600
H -4.1549 0.9166 -1.5128
H -3.7074 1.2733 -3.2295
H -4.8116 2.3725 -2.2584
H -1.3973 -1.1152 -1.1134
H 0.6415 -0.8141 -2.1182
H 1.6231 0.3278 0.5783


2.
Formula: C25H58N2O2Si3V
Source: OMol25
Level of theory: ωB97M-V/def2-TZVPD

## Properties
* 2S+1: 4
* HOMO energy (alpha / beta): -2.63 / -5.94 eV
* energy relative to the best compared isomer or geometry (same formula, charge and spin): 424.20 kJ/mol
* ⟨S²⟩: 3.78
* E: -83258.27346 eV

Positions of all 91 atoms, in Å:
O 3.6087 0.2599 -0.2972
O 2.8125 0.6535 -2.4705
C 3.7623 1.2913 0.7013
C 4.3234 0.8322 2.0329
H 2.7693 1.7390 0.8633
H 4.3969 2.0869 0.2620
H 3.6417 0.1848 2.6086
H 4.4945 1.7146 2.6634
H 5.2814 0.3247 1.8715
C 3.6890 -1.1462 0.0690
C 4.5195 -1.8266 -0.9901
H 2.6470 -1.5147 0.0755
H 4.1232 -1.2535 1.0803
H 4.1514 -1.6825 -2.0129
H 4.5303 -2.9057 -0.8073
H 5.5439 -1.4462 -0.9435
C 2.1280 -0.0383 -3.7133
C 3.7073 1.8237 -2.8290
C 2.2840 -1.5219 -3.6903
H 2.5909 0.4265 -4.5910
H 1.0848 0.2880 -3.6286
H 3.3182 -1.8283 -3.8617
H 1.6903 -1.9363 -4.5106
H 1.8937 -1.9494 -2.7647
C 5.0126 1.1659 -3.1758
H 3.7186 2.4405 -1.9129
H 3.1981 2.3602 -3.6398
H 5.3436 0.4949 -2.3740
H 5.7617 1.9386 -3.3073
H 4.9272 0.5960 -4.1096
H 3.3859 0.2473 -1.6988
V -1.2873 0.2159 0.7440
C 0.1992 0.5491 -0.2785
Si -0.2509 2.1915 -1.0320
H 0.3151 -0.2581 -1.0466
H 1.1273 0.5599 0.3348
C 0.8457 3.5169 -0.3057
C -2.0710 2.3643 -0.5785
C -0.1704 2.3775 -2.8906
C -1.1559 1.1597 2.4413
Si -2.8539 1.1513 3.2550
H -0.7764 2.1801 2.2815
H -0.3740 0.6312 3.0107
C -4.0298 2.3715 2.4583
C -2.6374 1.6416 5.0422
C -3.6210 -0.5595 3.1711
H -0.7422 3.2809 -3.1488
H -0.6246 1.5435 -3.4366
H 0.8409 2.5204 -3.2866
H 0.9105 3.4637 0.7868
H 0.4317 4.4940 -0.5761
H 1.8675 3.4696 -0.7029
H -2.5730 1.6516 0.1325
H -2.6391 2.3316 -1.5144
H -2.1925 3.3758 -0.1756
H -1.7366 2.2478 5.1840
H -2.5522 0.7664 5.6950
H -3.4897 2.2344 5.3916
H -2.9063 -1.3704 3.3594
H -4.1388 -0.7848 2.2303
H -4.3765 -0.6201 3.9681
H -4.8040 2.6516 3.1851
H -4.5495 1.9784 1.5764
H -3.5234 3.2976 2.1605
C 1.0669 -1.5386 3.0532
C -0.0515 -2.2576 2.3806
C -0.4232 -3.5607 2.6907
C -1.4396 -4.2078 1.9786
C -2.0793 -3.5494 0.9212
C -1.7291 -2.2240 0.7196
N -0.7314 -1.5912 1.4143
N -2.3113 -1.2348 -0.0590
Si -3.6173 -1.5065 -1.2565
C -3.0386 -2.8613 -2.3987
C -5.0664 -1.9795 -0.1889
C -3.9526 0.0429 -2.2264
H 0.7177 -0.8410 3.8260
H 1.6864 -2.2897 3.5603
H 1.7243 -0.9859 2.3673
H 0.1141 -4.0566 3.5008
H -1.7544 -5.2162 2.2559
H -2.9018 -3.9879 0.3486
H -2.6622 -3.7378 -1.8539
H -3.8591 -3.2043 -3.0466
H -2.2294 -2.5080 -3.0544
H -5.4675 -1.1079 0.3456
H -5.8696 -2.3905 -0.8153
H -4.7987 -2.7423 0.5557
H -4.3718 0.8477 -1.6100
H -3.0618 0.4287 -2.7362
H -4.6947 -0.1837 -3.0066


3.
Formula: C5H15N
Source: OMol25
Level of theory: ωB97M-V/def2-TZVPD

## Properties
* 2S+1: 2
* HOMO energy (alpha / beta): 1.38 / -5.46 eV
* energy relative to the best compared isomer or geometry (same formula, charge and spin): 11.39 kJ/mol
* ⟨S²⟩: 0.75
* E: -6916.40327 eV
* charge: -1

Positions of all 21 atoms, in Å:
C 1.4539 0.2768 -1.0902
C 1.6053 -1.2418 -1.2585
C 0.9247 -1.8568 -2.4630
H 0.4149 0.5718 -1.1720
H 1.8079 0.4375 -0.0570
H 2.0393 0.9134 -1.7603
H 2.6743 -1.4681 -1.1733
H 1.1636 -1.6614 -0.3564
H 1.2136 -2.8971 -2.6782
H 1.2078 -1.3227 -3.3800
H -0.1535 -1.8654 -2.3995
C -1.3655 0.3221 2.7497
N -1.8924 0.5747 1.4228
C -1.5100 1.9057 0.9575
H -1.9270 0.9606 3.4417
H -0.2775 0.3594 2.8236
H -1.6409 -0.6992 3.0539
H -1.4448 -0.1030 0.8042
H -0.4344 2.0928 1.0261
H -1.8520 2.0504 -0.0584
H -2.0072 2.6501 1.5673


4.
Formula: C5H14NO2
Source: OMol25
Level of theory: ωB97M-V/def2-TZVPD

## Properties
* HOMO energy: -3.77 eV
* energy relative to the best compared isomer or geometry (same formula, charge and spin): 0.00 kJ/mol
* E: -10997.60572 eV
* charge: -1

Positions of all 22 atoms, in Å:
C 0.2787 2.5835 0.0711
N -0.4523 1.3962 0.4452
C 0.6366 -1.1507 -2.2560
C 0.7793 -0.0423 -1.2156
C -0.5573 0.3682 -0.5910
C -1.2695 -0.8707 0.0006
O -0.4546 -1.7020 0.7329
H 1.3342 2.4237 -0.2002
H 0.2487 3.3012 0.8904
H -0.1988 3.0668 -0.7909
H -0.0483 0.9796 1.2841
H 1.5842 -1.3350 -2.7624
H 0.3285 -2.0750 -1.7674
H -0.1244 -0.8860 -2.9949
H 1.4298 -0.3826 -0.4083
H 1.2595 0.8143 -1.6867
H -1.2001 0.7829 -1.3878
H -2.1233 -0.4720 0.5804
H -1.7166 -1.4187 -0.8521
H 1.5614 -0.7966 2.5424
H 0.1307 -1.0813 1.7169
O 0.6408 -0.5208 2.5808


5.
Formula: C4H7N2S
Source: OMol25
Level of theory: ωB97M-V/def2-TZVPD

## Properties
* HOMO energy: -13.66 eV
* energy relative to the best compared isomer or geometry (same formula, charge and spin): 171.67 kJ/mol
* E: -18068.61300 eV
* charge: +1

Positions of all 14 atoms, in Å:
C 0.8897 -1.8590 0.1751
C -0.2755 -1.3205 0.4902
C 0.9480 0.2522 -0.4192
C -1.1729 1.0286 0.4162
N 1.6519 -0.8711 -0.3712
N -0.2809 -0.0134 0.0875
S -1.0629 2.5601 -0.6706
H 1.5069 -2.6736 0.5478
H -1.0533 -1.8840 1.0713
H 1.1130 1.2148 -0.8608
H -2.3163 0.8039 0.4074
H -0.8815 1.7850 1.5476
H 2.6385 -1.0573 -0.5967
H -1.7047 2.0343 -1.8244


6.
Formula: C5H6N2S2
Source: OMol25
Level of theory: ωB97M-V/def2-TZVPD

## Properties
* HOMO energy (alpha / beta): -7.81 / -7.81 eV
* energy relative to the best compared isomer or geometry (same formula, charge and spin): 342.34 kJ/mol
* E: -29927.85169 eV

Positions of all 15 atoms, in Å:
C -1.9590 0.8210 0.3380
C -0.8393 1.2830 0.7819
C 0.4360 1.2627 0.8184
C -2.1946 -0.5171 -0.2167
C 0.9147 -0.5870 -0.7892
N 1.5333 1.7395 1.0084
N 1.9845 -1.0901 -0.2234
S 3.4541 -0.4771 -0.1851
S -0.5846 -1.4992 -0.6354
H -2.8374 1.3997 0.2305
H -2.6450 -1.1438 0.5715
H -2.7395 -0.5137 -1.0898
H 1.2006 0.0744 -1.6009
H 2.3582 1.2481 0.7396
H 1.9180 -2.0005 0.2521


7.
Formula: C26H28NO8P3Pd
Source: OMol25
Level of theory: ωB97M-V/def2-TZVPD

## Properties
* 2S+1: 5
* HOMO energy (alpha / beta): -12.43 / -14.30 eV
* energy relative to the best compared isomer or geometry (same formula, charge and spin): 72.75 kJ/mol
* ⟨S²⟩: 6.02
* E: -76615.80734 eV
* charge: +2

Positions of all 67 atoms, in Å:
Pd 8.8004 10.9588 9.1432
C 10.1683 15.2011 12.7165
C 10.2267 13.7152 12.3653
O 10.4820 13.0873 13.5809
P 11.5510 13.4006 11.1385
O 11.1923 14.3060 9.8710
O 12.7272 14.3348 11.6856
O 11.8049 11.9747 10.8108
P 8.5897 12.9850 11.7172
O 7.5223 13.8917 12.5094
O 8.5988 11.6525 12.4666
O 8.3453 13.0728 10.2400
H 11.0161 15.6373 13.1776
H 9.2781 15.4039 13.3670
H 9.9587 15.7819 11.7743
H 10.2809 12.1558 13.5588
H 10.8045 13.8382 9.1155
H 13.4235 13.8653 12.1613
H 7.0324 13.3042 13.1206
O 10.8329 13.2927 6.9255
C 10.1862 12.0645 6.5742
C 8.7362 12.3304 6.6291
C 8.1868 13.1157 5.5714
C 6.8080 13.2869 5.5291
C 5.9556 12.7176 6.4787
C 6.5612 12.1273 7.6039
N 7.9201 11.8766 7.5889
H 11.6089 13.4419 6.3740
H 10.5027 11.2845 7.3520
H 10.4783 11.7297 5.5870
H 8.8405 13.4802 4.7626
H 6.3328 13.7572 4.6402
H 4.8819 12.8073 6.3817
H 6.0128 11.7388 8.4273
C 4.8424 8.2818 11.5155
C 5.9795 7.4242 11.5678
C 7.2677 7.9074 11.5331
C 7.4820 9.2548 11.2800
C 6.3326 10.1160 11.1498
C 5.0234 9.6327 11.3213
P 9.1950 9.7513 11.1039
C 10.2728 9.5221 12.5317
C 11.6702 9.4253 12.2124
C 12.5518 8.8983 13.1413
C 12.0787 8.4773 14.3984
C 10.7559 8.6878 14.7428
C 9.8144 9.1162 13.8166
C 9.8844 8.6100 9.9243
C 10.6052 7.4142 9.9031
C 10.5073 6.6282 8.7741
C 9.7748 7.0569 7.6461
C 9.3355 8.3596 7.5723
C 9.4345 9.1495 8.7270
H 3.8860 7.8611 11.6563
H 5.7669 6.3371 11.4324
H 8.1549 7.2180 11.6796
H 6.4971 11.1772 10.9172
H 4.1188 10.2608 11.3307
H 11.9367 9.8512 11.2510
H 13.6110 8.7519 12.8646
H 12.7574 8.1182 15.1915
H 10.4089 8.4170 15.7017
H 8.7767 9.1733 14.0172
H 11.1916 7.1143 10.7820
H 11.0464 5.7276 8.6912
H 9.6378 6.3630 6.8779
H 8.7674 8.7247 6.7594


8.
Formula: C6H8N
Source: OMol25
Level of theory: ωB97M-V/def2-TZVPD

## Properties
* SMILES: C=C=C[N+]1(C)C=C1
* HOMO energy: -14.32 eV
* energy relative to the best compared isomer or geometry (same formula, charge and spin): 811.29 kJ/mol
* E: -7827.27988 eV
* charge: +1

Positions of all 15 atoms, in Å:
C 1.8577 -0.8017 -0.6494
C 1.8479 0.1884 0.1059
C 0.8744 0.7019 0.7791
N -0.4610 0.3899 0.4504
C -0.8304 -0.9977 0.1088
C -1.3386 1.4796 0.5214
C -1.0429 1.3127 -0.7153
H 1.9904 -0.7637 -1.7014
H 1.8114 -1.8000 -0.3861
H 0.9289 1.5237 1.4690
H -1.9911 -1.1680 0.1258
H -0.2113 -1.3468 -0.5621
H -0.4988 -1.6617 0.9544
H -1.9112 1.9417 1.2964
H -1.0254 1.0016 -1.7969